{
  "formula": "C41H78BrCl2FNO29P2S2",
  "method": "ωB97M-V/def2-TZVPD",
  "symbols": ["O", "H", "H", "H", "H", "O", "O", "C", "H", "H", "H", "O", "C", "C", "C", "H", "O", "H", "C", "S", "O", "C", "H", "H", "O", "H", "H", "N", "H", "H", "H", "O", "H", "O", "H", "H", "C", "H", "H", "O", "H", "H", "O", "H", "H", "H", "C", "C", "H", "C", "C", "C", "C", "H", "C", "H", "O", "H", "C", "C", "H", "H", "O", "H", "H", "H", "O", "O", "H", "H", "H", "H", "H", "O", "F", "C", "C", "O", "O", "C", "H", "H", "C", "Cl", "C", "O", "H", "H", "C", "H", "H", "S", "H", "C", "C", "H", "C", "O", "H", "H", "O", "C", "O", "C", "C", "H", "O", "H", "H", "H", "H", "C", "O", "O", "H", "H", "H", "H", "H", "H", "H", "P", "O", "C", "C", "H", "H", "H", "H", "H", "H", "H", "C", "C", "Br", "C", "H", "H", "C", "P", "H", "C", "O", "H", "H", "H", "H", "C", "C", "O", "H", "C", "Cl", "O", "C", "C", "H"],
  "positions_angstrom": [[5.604, -1.075, 8.318], [-5.258, 0.241, -5.383], [9.503, -3.385, -5.856], [-0.535, 1.316, -11.418], [-5.174, 0.838, 0.317], [5.615, -4.106, 11.098], [-2.170, 3.176, -3.794], [-5.785, 2.245, -4.553], [-4.401, 2.942, -6.294], [0.784, -2.101, 2.678], [-6.148, 3.462, -6.480], [-8.743, -0.341, -8.138], [1.146, -8.179, 5.715], [2.222, 4.109, -0.691], [0.190, -1.499, 3.366], [-1.908, 4.868, 2.969], [1.382, 2.758, -8.406], [-1.077, 2.952, -11.827], [-4.074, 1.227, -2.067], [-1.909, 5.207, 1.618], [6.408, 0.938, 9.005], [8.836, -3.059, -5.057], [9.440, -2.822, -4.178], [-8.611, -2.163, -9.133], [1.615, -6.204, 7.430], [-4.248, 3.718, 1.347], [-0.075, 0.099, 7.956], [-0.326, 4.759, -0.504], [4.899, -6.180, 9.587], [-7.604, -1.976, -7.687], [3.689, 5.317, -1.931], [7.567, -0.850, 9.442], [-7.893, 1.647, -3.970], [7.936, -4.129, -4.776], [-0.866, -1.718, 3.191], [-1.818, 2.121, -10.450], [-5.246, 1.798, 0.924], [-6.239, 2.337, 0.688], [0.403, -0.445, 3.174], [-10.795, -0.634, -9.071], [-6.548, -0.610, -3.888], [-3.762, 1.287, -5.101], [-1.084, 7.008, -0.998], [3.272, -6.004, 8.909], [-0.148, -1.186, -3.314], [-7.874, 2.765, -5.421], [4.079, -5.477, 9.420], [1.074, 5.252, -0.472], [-6.701, 0.407, -2.369], [7.735, -2.266, 9.367], [4.991, 1.000, -1.839], [1.988, -3.695, 6.625], [6.441, -0.399, 8.866], [-5.256, 1.581, 2.055], [0.444, 2.098, -9.101], [2.377, 4.516, -2.923], [6.969, -2.831, -3.181], [2.106, -2.772, 6.065], [5.274, -4.799, -2.629], [-0.094, -1.184, 5.655], [1.325, 5.923, 0.427], [1.014, 1.926, -6.533], [-1.230, 2.405, -0.929], [-0.387, 1.747, 2.763], [4.588, -3.986, -2.876], [5.053, -2.269, 12.944], [-2.517, 5.362, -1.622], [1.736, -4.747, 5.689], [5.549, -3.801, 13.744], [1.803, 3.056, -0.581], [5.336, 2.631, 8.606], [-1.877, 3.389, -4.718], [5.736, -4.632, -1.653], [3.570, -4.993, 10.664], [0.473, 4.088, 1.648], [-4.784, 0.995, -4.660], [-5.307, 3.312, -5.701], [1.343, -6.841, 5.263], [-9.933, 1.417, -8.607], [-7.325, 1.876, -4.950], [2.586, 2.696, -6.757], [-5.997, -1.361, -2.276], [-1.690, 1.233, -1.559], [0.341, 1.634, -4.323], [4.466, -4.320, 11.400], [0.353, -1.612, 6.853], [4.539, -0.162, 0.123], [4.495, 0.729, -2.840], [-4.574, 0.207, -3.246], [-5.083, 4.339, -5.261], [2.912, -3.885, 7.176], [0.015, 1.512, 1.450], [-5.744, 2.819, -3.570], [-0.887, 2.264, -11.003], [-1.309, 5.738, -1.019], [6.074, 1.331, -1.985], [-2.614, 2.220, 1.270], [-2.994, 0.742, -1.269], [6.033, -0.758, -0.844], [-11.258, 1.747, -10.175], [4.873, 3.188, -3.281], [7.050, -3.862, -3.802], [0.566, -1.855, 4.698], [-9.914, 0.074, -8.649], [-1.264, 2.554, 0.473], [7.795, -2.593, 8.327], [3.861, -3.924, 12.534], [-11.994, 1.685, -8.537], [4.403, -4.647, 8.788], [-4.998, 1.242, -1.363], [4.706, -5.729, -2.586], [-6.042, -0.393, -2.876], [-0.939, -0.343, 5.476], [6.270, -4.943, -3.640], [2.964, 4.301, 0.177], [-2.505, 2.639, 2.342], [8.673, -2.519, 9.862], [2.036, -8.546, 6.231], [1.192, 5.946, -1.391], [0.972, -8.804, 4.839], [4.113, -2.922, 14.296], [-1.581, 1.570, -3.490], [-0.976, -1.275, -2.779], [4.704, -3.189, 13.419], [1.570, -5.954, 6.248], [2.298, 1.120, -7.499], [-3.934, 3.218, -0.373], [0.269, -8.241, 6.363], [-7.330, 0.981, -5.671], [-4.013, 2.317, -2.426], [-11.031, 3.085, -9.038], [8.291, -2.177, -5.400], [-0.692, 4.100, 0.762], [-8.582, -1.758, -8.119], [-2.702, 0.227, 1.686], [-11.127, 2.002, -9.121], [5.218, 1.381, 7.358], [4.345, 1.196, 8.918], [-3.983, 2.803, 0.688], [-0.622, -0.378, -1.336], [-3.860, -0.678, -3.364], [3.077, 4.343, -2.022], [4.251, 2.121, -1.280], [6.922, -2.778, 9.888], [4.334, -1.112, -1.452], [-9.347, -2.224, -7.494], [1.148, -3.580, 7.308], [1.837, 2.075, -7.233], [-0.269, -0.976, 7.967], [0.109, 2.848, -10.168], [0.165, -1.395, 8.876], [5.256, 1.557, 8.435], [1.432, -0.033, -1.337], [-0.021, 1.019, -8.821], [4.975, -0.321, -0.923], [4.138, 3.169, -2.250], [-1.343, -1.174, 7.974]],
  "mulliken_charge": [-0.525, 0.406, 0.212, 0.283, 0.375, -0.623, -0.440, 1.192, 0.223, 0.246, 0.344, -0.224, -0.631, 0.136, -0.374, 0.191, -0.341, 0.214, -0.653, -0.295, -0.330, -0.608, 0.282, 0.321, -0.600, 0.505, 0.299, 0.709, 0.334, 0.207, 0.269, -0.333, 0.224, -0.329, 0.247, 0.285, -1.426, 0.383, 0.035, -0.550, 0.306, 0.306, -0.736, 0.137, 0.288, 0.515, -0.418, -1.211, 0.204, -0.248, -0.191, -0.314, 0.800, 0.386, 0.766, 0.314, -0.525, 0.291, -0.559, 0.583, 0.334, -0.164, 0.485, 0.179, 0.251, 0.274, -0.623, -0.277, 0.285, 0.010, 0.213, 0.298, 0.281, -0.332, -0.343, -1.316, -1.182, -0.334, -0.262, -1.347, 0.300, 0.304, 0.234, -0.277, 0.850, -0.154, 0.222, 0.218, 0.682, 0.246, 0.038, -0.169, 0.242, -0.613, 0.007, 0.340, -1.122, 0.012, 0.269, 0.292, -0.635, 0.789, -0.254, 0.729, 0.000, 0.286, -0.342, 0.295, 0.162, -0.250, 0.212, -1.198, -0.603, -0.308, 0.189, 0.945, 0.208, 0.287, 0.424, 0.227, 0.225, 0.139, -0.487, -0.608, 0.852, 0.307, 0.041, 0.286, 0.131, 0.172, 0.215, 0.292, 0.371, -0.709, -0.045, -0.648, 0.285, 0.274, 0.065, -0.144, 0.189, -0.297, -0.253, 0.042, 0.107, 0.330, 0.246, -0.122, -0.814, -0.326, 0.249, -0.604, 0.020, -0.548, -0.725, 0.295, 0.347],
  "multiplicity": 1,
  "homo_lumo_gap_ha": 0.224,
  "total_charge": -1,
  "total_energy_ev": -242697.8296
}